A cluster of 3 separate species, C25H31F5O10P2 in total, computed with the ωB97M-V functional and the def2-TZVPD basis.

Geometry (Å):
O 8.282 4.907 4.285
C 8.013 4.593 3.104
C 8.663 3.331 2.336
C 10.149 2.928 2.429
C 10.616 1.696 1.570
C 9.684 0.879 0.648
C 8.190 1.275 0.568
C 7.718 2.482 1.404
C 6.184 2.983 1.341
O 5.247 2.152 1.385
C 6.004 4.573 1.274
C 4.961 5.284 0.336
C 4.046 4.421 -0.645
C 2.488 4.797 -0.613
C 1.635 4.009 0.507
C 1.378 2.472 0.180
F -0.021 2.325 -0.148
F 2.084 1.997 -0.981
C 1.677 1.442 1.372
F 0.546 0.562 1.474
F 1.826 2.021 2.644
F 2.779 0.577 1.104
C 4.947 6.843 0.430
C 5.866 7.673 1.367
C 6.891 6.970 2.285
C 6.942 5.415 2.216
H 10.858 3.526 3.095
H 11.724 1.385 1.588
H 10.026 0.005 -0.003
H 7.405 0.761 -0.099
H 4.417 4.658 -1.716
H 4.168 3.291 -0.524
H 2.049 4.459 -1.630
H 2.333 5.935 -0.584
H 2.132 4.221 1.510
H 0.597 4.517 0.520
H 4.241 7.441 -0.243
H 5.818 8.812 1.358
H 7.600 7.523 2.980
C -3.950 -0.574 -2.733
O -4.018 0.074 -1.464
P -4.597 -0.924 -0.186
O -4.818 0.270 0.726
O -3.091 -1.546 0.040
C -1.996 -0.663 0.233
O -5.221 -2.017 0.983
C -5.295 -3.380 0.566
H -3.494 0.110 -3.449
H -3.337 -1.479 -2.668
H -4.956 -0.832 -3.074
H -2.310 0.331 0.554
H -1.442 -0.578 -0.707
H -1.335 -1.086 0.988
H -4.294 -3.782 0.393
H -5.885 -3.460 -0.350
H -5.777 -3.963 1.351
C -8.041 -9.406 -1.172
O -7.309 -8.196 -0.979
P -7.678 -6.953 -2.112
O -6.451 -6.149 -1.718
O -8.976 -6.496 -1.210
C -8.798 -6.213 0.169
O -8.122 -5.809 -3.314
C -9.274 -6.148 -4.085
H -7.800 -10.090 -0.359
H -9.118 -9.207 -1.161
H -7.758 -9.864 -2.122
H -7.759 -5.995 0.421
H -9.135 -7.075 0.753
H -9.414 -5.355 0.431
H -10.166 -6.167 -3.452
H -9.137 -7.124 -4.556
H -9.410 -5.395 -4.861

SMILES: O=C1c2ccccc2C(=O)c2c(CCCC(F)(F)C(F)(F)F)cccc21.COP(=O)(OC)OC.COP(=O)(OC)OC
HOMO level in eV: -9.10
Calculated total energy in eV: -79054.7454
E_LUMO in hartree: -0.09902
Orbital gap in eV: 6.41

These are the Löwdin partial charges, in e, on atoms 1 to 8:
1. O 0.054
2. C -0.261
3. C -0.039
4. C 0.007
5. C -0.057
6. C -0.059
7. C -0.002
8. C -0.040